Computed, not measured: a molecular structure, C6H10S, with ωB97M-V with the def2-TZVPD basis set.

XYZ file:
```
17
Properties=species:S:1:pos:R:3:mulliken_charge:R:1
C 1.67404 -0.24548 -0.17418 -0.648
C 0.56163 0.83158 -0.49827 -1.049
C -0.50519 0.62399 0.60978 0.068
C -1.84314 0.87727 -0.07964 -1.008
C -0.46994 -0.90328 0.62992 -0.406
C 0.81126 -1.43912 -0.03574 -0.582
H 2.30429 0.06140 0.56389 0.494
H 2.04141 -0.23487 -1.28129 0.231
H 0.10830 0.58781 -1.46295 0.381
H 0.97037 1.85506 -0.49120 0.388
H -0.24857 1.07841 1.59002 0.438
H -2.65574 1.30126 0.57714 0.351
H -1.86140 1.68051 -0.74477 0.431
H -0.72297 -1.05435 1.61783 0.514
H 1.36587 -2.18548 0.58606 0.295
H 0.46593 -1.84495 -1.06009 0.269
S -1.99616 -0.98976 -0.34652 -0.167
```

## Properties
- total charge = 0
- energy above the lowest of the compared OMol25 structures with the same formula, charge and spin (kJ/mol) = 226.8
- E (eV) = -17217.2722


Computed, not measured: 2 unconnected molecules or ions with the total composition C2N4, with ωB97M-V with the def2-TZVPD basis set.

XYZ file:
```
6
Properties=species:S:1:pos:R:3:mulliken_charge:R:1
N -0.71498 -0.12419 -1.67491 -0.290
C -0.05338 0.50968 -1.01311 0.369
C 0.69367 1.05195 -0.01711 0.203
N 1.29158 1.36667 0.89776 -0.262
N -1.12827 -1.51293 0.52162 0.020
N -0.40965 -1.74847 1.33380 -0.040
```

## Properties
- total charge = 0
- energy above the lowest of the compared OMol25 structures with the same formula, charge and spin (kJ/mol) = 23.0
- E (eV) = -8033.3714
- SMILES = N#CC#N.N#N


Question: Which value of energy above the lowest of the compared OMol25 structures with the same formula, charge and spin does entry 2 give?
Answer: 23.0 kJ/mol


Question: The lowest energy above the lowest of the compared OMol25 structures with the same formula, charge and spin belongs to which entry?
Answer: C2N4


Question: Number 2 is which compound?
Answer: C2N4